1.
Density functional theory data (ωB97M-V with the def2-TZVPD basis set) for a single C4H8N2O molecule in a non-equilibrium geometry.

The HOMO energy comes out at -9.05 eV. The calculation puts the LUMO energy at 0.83 eV. The orbital gap is 0.36323 Eh. The SMILES is NC(=O)CN1CC1. The calculation puts the relative energy (zero: lowest compared OMol25 entry of this formula, charge and spin) at 267.0 kJ/mol. The total energy is -9303.62623 eV. The total charge is 0. For the molecular weight, the calculation gives 100.12 Da.

Atoms and positions in Å:
O  0.768  -1.587  0.309
N  1.774  -0.470  -1.349
N  -0.730  0.988  0.442
C  -1.496  -0.259  0.442
C  1.210  -0.516  -0.097
C  -1.412  0.539  -0.805
C  0.855  0.749  0.627
H  1.896  -1.403  -1.722
H  -2.229  1.157  -1.203
H  0.958  0.603  1.708
H  -2.358  -0.394  1.101
H  1.482  1.610  0.326
H  2.520  0.176  -1.554
H  -0.789  -1.119  0.431
H  -0.787  0.114  -1.589

***

2.
Density functional theory data (ωB97M-V with the def2-TZVPD basis set) for a gas-phase ion, C7H12N2O2P (charge +1) in a non-equilibrium geometry.

The HOMO energy comes out at -12.50 eV. The calculation puts the LUMO energy at -5.26 eV. The orbital gap is 0.26620 Eh. The SMILES is COP(C)O[N+]1=C=C(C)NC=C1. The calculation puts the relative energy (zero: lowest compared OMol25 entry of this formula, charge and spin) at 32.1 kJ/mol. The total energy is -23806.39439 eV. The total charge is +1. For the molecular weight, the calculation gives 187.16 Da.

Atoms and positions in Å:
P  -1.915  0.841  0.564
O  -2.872  -0.403  1.068
O  -0.730  0.075  -0.460
N  0.537  -0.250  -0.179
N  3.004  -0.790  0.644
C  0.920  -1.508  -0.038
C  2.200  -1.790  0.372
C  -2.839  1.564  -0.898
C  2.670  0.497  0.368
C  1.407  0.812  -0.211
C  -3.868  -0.894  0.242
C  3.722  1.484  0.235
H  2.550  -2.773  0.445
H  -3.366  -1.448  -0.559
H  0.245  -2.442  -0.287
H  -3.780  1.920  -0.486
H  4.652  1.253  0.874
H  3.893  -1.024  1.037
H  4.091  1.473  -0.880
H  3.204  2.512  0.418
H  -2.893  0.653  -1.556
H  -4.545  -0.137  -0.182
H  -1.981  2.208  -1.213
H  -4.306  -1.833  0.682

***

3.
Density functional theory data (ωB97M-V with the def2-TZVPD basis set) for 2 unconnected molecules or ions with the total composition C3H8OS2 in a non-equilibrium geometry.

The HOMO energy comes out at -7.66 eV. The calculation puts the LUMO energy at 0.53 eV. The orbital gap is 0.30105 Eh. The SMILES is C1CSSC1.O. The calculation puts the relative energy (zero: lowest compared OMol25 entry of this formula, charge and spin) at 16.2 kJ/mol. The total energy is -26958.44118 eV. The total charge is 0. For the molecular weight, the calculation gives 124.23 Da.

Atoms and positions in Å:
S  1.091  -0.374  -2.404
S  1.705  1.380  -1.561
O  -2.533  -2.096  -2.738
C  0.000  0.000  0.000
C  0.970  1.151  0.095
C  0.575  -1.143  -0.829
H  -0.180  -1.916  -1.068
H  -0.920  0.409  -0.460
H  1.846  0.843  0.697
H  0.544  2.060  0.563
H  1.348  -1.613  -0.191
H  -0.278  -0.435  0.979
H  -2.361  -3.054  -2.594
H  -2.707  -1.737  -1.839

***

4.
Density functional theory data (ωB97M-V with the def2-TZVPD basis set) for a molecular structure, C35H31CdN12O5S3.

The HOMO energy (alpha / beta) comes out at -4.07 / -4.07 eV. The calculation puts the LUMO energy (alpha / beta) at 1.65 / 1.65 eV. The orbital gap (alpha / beta) is 0.21033 / 0.21029 Eh. The calculation puts the relative energy (zero: lowest compared OMol25 entry of this formula, charge and spin) at 0.0 kJ/mol. The total energy is -101985.28461 eV. The total charge is -1. For the molecular weight, the calculation gives 908.33 Da.

Atoms and positions in Å:
Cd  0.764  -0.092  0.479
S  3.291  -3.984  -0.679
S  -1.433  0.646  5.095
S  0.371  -0.347  2.986
O  -0.340  1.434  -2.873
O  -0.099  -2.016  -0.072
O  -0.333  -0.791  -3.299
O  4.480  5.499  -3.631
O  3.032  6.270  -2.247
N  3.061  -0.694  1.072
N  3.602  5.349  -2.803
N  5.824  -1.327  -0.807
N  0.918  -3.725  -1.790
N  -2.022  0.835  1.225
N  4.829  -1.264  0.152
N  1.324  2.004  0.028
N  1.418  0.197  -2.184
N  4.860  -1.957  1.263
N  2.399  -5.136  -2.923
N  3.805  -0.496  0.004
N  -2.097  0.798  2.592
C  3.717  -1.581  1.823
C  1.754  4.132  1.007
C  1.992  2.355  -1.107
C  3.437  3.043  -3.416
C  2.994  1.688  -3.250
C  -2.139  -0.241  0.545
C  2.155  -4.312  -1.865
C  2.408  4.539  -0.147
C  1.463  -5.303  -3.820
C  -1.146  0.412  3.342
C  -1.124  -3.805  1.107
C  -4.700  1.386  5.867
C  -3.169  -3.420  2.330
C  -6.063  1.209  5.695
C  1.219  2.856  1.040
C  0.198  -4.692  -3.790
C  -0.030  -3.884  -2.715
C  -2.448  2.152  5.069
C  -5.902  2.166  3.503
C  -3.922  1.951  4.862
C  -2.146  -4.267  1.919
C  3.137  -0.682  -3.591
C  -2.356  -0.093  -0.933
C  -6.670  1.601  4.510
C  -4.537  2.339  3.678
C  -1.529  1.595  -3.642
C  -2.151  -1.629  1.076
C  -3.162  -2.100  1.901
C  -1.100  -2.473  0.678
C  0.193  0.201  -2.850
C  2.147  1.436  -2.141
C  3.396  0.646  -4.067
C  3.185  3.978  -2.476
C  2.520  3.683  -1.231
C  2.268  -0.909  -2.591
H  -3.374  -0.414  -1.168
H  -7.735  1.463  4.372
H  -3.937  2.754  2.881
H  -0.308  -4.458  0.822
H  0.705  2.484  1.921
H  3.964  3.328  -4.316
H  0.676  -3.078  -0.994
H  -2.128  2.350  -3.138
H  -3.955  -3.779  2.980
H  -2.030  2.814  4.312
H  -2.234  0.949  -1.223
H  1.663  4.782  1.863
H  2.137  -1.852  -2.090
H  -1.261  1.943  -4.641
H  -0.538  -4.840  -4.562
H  5.382  -1.008  -1.671
H  -0.945  -3.335  -2.543
H  2.824  5.534  -0.203
H  6.071  -2.312  -0.888
H  3.358  -1.954  2.763
H  -1.675  -0.728  -1.499
H  -6.366  2.466  2.572
H  4.027  0.826  -4.925
H  -2.132  -5.298  2.250
H  1.716  -5.970  -4.639
H  -2.267  2.594  6.051
H  3.717  -1.516  -3.971
H  -4.225  1.068  6.787
H  -2.077  0.657  -3.711
H  -3.943  -1.417  2.212
H  -6.654  0.765  6.486

***

5.
Density functional theory data (ωB97M-V with the def2-TZVPD basis set) for 15 unconnected molecules or ions with the total composition C44H123N5O27 in a non-equilibrium geometry.

The HOMO energy comes out at -8.46 eV. The calculation puts the LUMO energy at 0.22 eV. The orbital gap is 0.31874 Eh. The total energy is -110334.61718 eV. The total charge is 0. For the molecular weight, the calculation gives 1154.48 Da.

Atoms and positions in Å:
O  -4.122  1.920  -11.380
O  -17.391  1.763  -8.628
O  4.935  7.270  0.181
O  -1.966  1.737  -3.192
O  9.012  -8.172  -2.102
O  -5.011  -2.489  -7.972
O  4.059  6.645  -7.951
O  5.262  10.250  -0.759
O  -0.863  2.711  5.315
O  -11.151  11.118  0.205
O  1.998  -1.769  -0.001
O  -5.824  9.955  2.022
O  7.682  2.018  -3.311
O  12.467  -7.768  4.053
O  11.827  6.078  7.376
O  -0.794  4.938  6.958
O  -13.629  1.822  -4.146
O  3.134  7.204  -5.252
O  10.403  1.145  -3.753
O  -3.623  -13.268  5.087
O  2.185  -13.340  5.261
O  -1.733  -8.663  -3.176
O  14.715  -6.237  5.080
O  -1.908  -10.758  -5.040
O  7.097  -7.774  -4.184
O  10.405  3.827  4.383
O  -5.652  -4.177  -3.204
N  -8.857  9.076  0.778
N  -15.473  3.299  -6.476
N  -0.030  0.352  -0.413
N  12.838  5.440  4.736
N  -0.474  -13.478  6.493
C  -0.335  -1.121  -0.406
C  -11.150  9.968  1.016
C  -7.693  8.407  1.428
C  -16.195  1.301  -7.954
C  7.874  -9.036  -4.154
C  -3.106  -13.586  6.428
C  9.357  0.193  -3.475
C  1.214  -14.401  5.175
C  -12.415  1.352  -3.568
C  5.548  8.284  0.808
C  9.328  3.145  5.033
C  -6.869  9.164  2.517
C  -10.696  12.293  0.883
C  -1.986  -10.005  -2.745
C  -16.105  1.936  -6.429
C  2.971  5.861  -7.427
C  -1.744  1.116  -1.944
C  -13.445  3.035  -4.833
C  -14.827  3.597  -5.144
C  2.806  -2.920  0.107
C  -1.808  -12.817  6.849
C  -3.298  1.737  -3.702
C  -4.850  -13.957  4.887
C  -9.831  9.520  1.709
C  8.245  0.926  -2.657
C  11.689  3.267  4.360
C  0.287  4.093  6.924
C  13.517  -5.663  4.554
C  5.029  9.735  0.440
C  8.286  -9.274  -2.709
C  -5.162  10.731  2.925
C  13.508  5.077  6.038
C  11.025  6.030  8.575
C  12.682  4.913  7.277
C  0.261  3.504  5.472
C  -17.382  1.425  -10.004
C  12.345  -6.589  4.911
C  -2.799  -10.575  -3.962
C  -0.314  -14.091  5.185
C  12.625  4.368  3.913
C  1.907  -12.194  4.504
C  2.328  6.738  -6.314
C  -0.273  0.828  -1.807
C  0.823  -2.029  -0.686
H  0.293  4.306  4.735
H  0.269  3.421  7.782
H  -5.181  -1.713  -8.507
H  6.741  -7.713  -5.074
H  1.331  6.473  -5.961
H  0.362  -12.936  6.661
H  12.461  -6.918  5.943
H  -3.434  1.433  -11.833
H  8.981  2.245  4.525
H  8.211  2.350  -4.040
H  1.136  -2.093  -1.728
H  -4.852  -14.204  3.825
H  5.371  8.199  1.880
H  -12.833  2.873  -5.720
H  0.567  -3.079  -0.548
H  5.581  6.710  -0.256
H  10.112  5.473  8.363
H  -10.779  13.192  0.272
H  -17.084  2.071  -5.969
H  -4.152  -2.795  -8.259
H  2.359  5.529  -8.266
H  -3.842  0.888  -3.289
H  6.603  8.228  0.540
H  -4.065  2.806  -11.737
H  2.619  -11.425  4.803
H  -0.774  -13.458  4.426
H  -16.444  1.806  -10.410
H  -0.875  -15.025  5.178
H  4.733  6.887  -7.312
H  -5.881  11.383  3.421
H  1.521  -15.041  6.003
H  -5.420  -4.049  -4.123
H  -15.253  1.423  -8.487
H  13.276  4.720  8.170
H  12.218  4.597  2.929
H  1.216  4.592  7.199
H  3.419  4.978  -6.972
H  -16.294  0.232  -7.762
H  13.418  -7.899  4.072
H  4.693  9.759  -1.356
H  13.511  -4.662  4.985
H  8.454  1.088  -1.599
H  9.485  2.811  6.058
H  5.536  10.279  1.236
H  -7.575  9.817  3.029
H  -4.882  -4.597  -2.819
H  -4.322  11.345  2.600
H  -1.358  -8.859  -4.038
H  -14.688  4.656  -4.926
H  11.905  2.887  5.359
H  2.850  6.686  -4.496
H  -2.533  -9.944  -1.803
H  -0.668  -1.303  0.616
H  -0.902  2.395  4.409
H  -15.500  1.275  -5.808
H  2.256  -3.627  0.728
H  8.509  3.860  5.113
H  2.172  7.695  -6.811
H  -3.784  2.689  -3.487
H  -5.711  -13.348  5.163
H  -3.879  -13.302  7.142
H  12.269  3.905  7.228
H  9.662  -0.502  -2.694
H  8.609  -8.627  -4.848
H  -11.663  9.192  0.449
H  -6.974  8.222  0.629
H  -2.283  0.169  -1.924
H  11.391  -6.073  4.804
H  -9.362  10.311  2.295
H  1.098  2.816  5.351
H  -1.496  4.427  6.550
H  14.258  4.323  5.799
H  -15.495  3.302  -4.335
H  14.258  5.784  6.390
H  -6.341  8.565  3.258
H  7.419  -9.448  -2.072
H  11.706  2.366  3.747
H  -1.822  -11.753  6.612
H  -9.953  8.721  2.440
H  -11.635  2.105  -3.455
H  15.472  -5.834  4.650
H  2.128  -12.295  3.441
H  7.390  0.258  -2.552
H  8.918  -0.301  -4.342
H  13.547  -5.559  3.469
H  -8.543  9.613  -0.017
H  -3.641  -9.941  -4.240
H  -11.207  12.734  1.739
H  -12.703  1.234  -2.523
H  11.909  5.620  5.089
H  -14.857  3.247  -7.275
H  -3.214  -11.497  -3.556
H  -17.285  0.341  -10.065
H  13.636  4.029  3.689
H  -2.445  -10.702  -5.834
H  0.088  0.242  -2.652
H  -8.039  7.428  1.760
H  2.965  -3.380  -0.868
H  3.602  -2.610  0.785
H  10.163  1.865  -4.341
H  11.546  5.915  9.525
H  -2.248  1.622  -1.120
H  -1.210  -10.705  -2.434
H  -12.133  0.388  -3.989
H  0.971  0.463  -0.328
H  7.510  -9.958  -4.608
H  -4.817  10.016  3.671
H  -4.818  -14.923  5.390
H  -18.267  1.744  -10.554
H  10.431  6.935  8.698
H  1.511  -14.872  4.238
H  -2.908  -14.657  6.475
H  0.229  1.795  -1.853
H  0.921  -11.729  4.487
H  -1.136  -1.311  -1.120
H  3.974  9.719  0.715
H  -11.891  10.072  1.809
H  -12.902  3.763  -4.229
H  -3.405  1.658  -4.784
H  -1.855  -12.805  7.938
H  8.870  -10.194  -2.750
H  -9.611  12.189  0.895
H  9.617  -8.451  -1.411

***

6.
Density functional theory data (ωB97M-V with the def2-TZVPD basis set) for a molecular structure, C49H62N4O6PS2SiTc in a non-equilibrium geometry.

The HOMO energy (alpha / beta) comes out at -9.96 / -10.06 eV. The calculation puts the LUMO energy (alpha / beta) at -2.29 / -3.64 eV. The orbital gap (alpha / beta) is 0.28153 / 0.23592 Eh. The calculation puts the relative energy (zero: lowest compared OMol25 entry of this formula, charge and spin) at 23.7 kJ/mol. The total energy is -111104.88303 eV. The total charge is +1. Its multiplicity is 4. For the molecular weight, the calculation gives 1024.25 Da.

Atoms and positions in Å:
Tc  -0.554  -0.606  0.199
S  -2.069  -1.277  1.868
S  -0.769  -2.562  -1.426
P  1.230  1.274  -2.262
Si  -2.137  -3.197  2.895
O  1.006  0.232  -1.198
O  -1.961  0.242  -0.878
O  -2.629  -4.205  1.724
O  1.006  -1.012  1.406
O  -0.734  -3.715  3.473
O  -3.161  -2.973  4.115
N  -3.390  -2.556  -1.011
N  -0.365  1.074  1.292
N  0.586  1.048  2.276
N  -2.770  -3.461  -2.978
C  2.532  5.328  -0.582
C  -5.219  -3.492  5.153
C  3.896  0.903  -5.325
C  -0.567  0.311  -4.065
C  -0.038  -3.616  4.730
C  2.756  1.226  -4.606
C  1.688  2.889  -1.600
C  -2.531  -6.351  2.886
C  2.317  -0.245  3.282
C  -1.146  -5.886  0.843
C  -2.128  2.319  0.233
C  1.338  -4.223  4.483
C  1.934  3.958  -2.462
C  -1.584  0.366  -5.003
C  1.907  3.034  -0.235
C  0.082  -2.150  5.124
C  2.353  5.174  -1.951
C  -5.189  -1.802  3.319
C  -1.030  -4.518  -6.652
C  4.898  0.146  -4.733
C  2.317  4.258  0.273
C  4.267  -1.392  4.094
C  -3.638  -6.081  0.663
C  -2.499  1.404  -0.733
C  -2.352  -4.821  -6.357
C  -0.964  3.200  2.269
C  1.257  -0.072  2.273
C  -2.397  -2.868  -1.829
C  4.278  -0.579  5.217
C  -2.476  -5.629  1.542
C  -0.779  -3.510  -4.473
C  3.312  0.408  5.374
C  3.635  0.035  -2.696
C  -4.412  -2.375  4.499
C  -1.139  2.149  1.220
C  4.771  -0.288  -3.421
C  2.337  0.579  4.410
C  -2.886  -4.466  -5.132
C  -1.829  2.724  -4.588
C  -4.089  -1.268  5.497
C  -2.106  -3.809  -4.181
C  -0.821  2.668  -3.636
C  -0.170  1.465  -3.389
C  -0.256  -3.862  -5.709
C  -2.201  1.581  -5.279
C  2.626  0.786  -3.292
C  -3.637  1.714  -1.661
C  -0.791  -4.394  5.806
C  3.285  -1.232  3.129
H  -2.678  3.248  0.254
H  -4.657  -0.967  2.872
H  -3.922  -4.698  -4.906
H  -2.969  1.637  -6.039
H  -2.323  3.665  -4.790
H  0.773  -3.616  -5.939
H  -4.589  -5.781  1.105
H  1.575  1.338  4.515
H  -5.003  -0.760  5.805
H  0.048  3.602  2.240
H  0.555  -1.593  4.318
H  -1.677  -6.072  3.499
H  -3.760  -3.646  -3.041
H  -1.009  -6.956  0.689
H  -3.552  -5.645  -0.334
H  -3.186  -2.227  -0.071
H  3.264  -1.863  2.249
H  2.859  6.281  -0.187
H  -0.608  -4.795  -7.608
H  -5.411  -4.278  4.421
H  1.778  2.183  0.420
H  -0.908  -1.727  5.308
H  1.233  -5.222  4.059
H  5.784  -0.108  -5.301
H  3.515  -0.292  -1.670
H  -3.596  -1.678  6.379
H  -3.423  -0.540  5.030
H  5.027  -2.151  3.968
H  -0.541  3.565  -3.098
H  4.008  1.247  -6.344
H  -2.525  -7.430  2.739
H  -6.160  -1.449  3.667
H  -3.650  2.766  -1.935
H  -6.172  -3.115  5.525
H  -2.971  -5.327  -7.084
H  2.487  4.371  1.336
H  1.967  1.808  -5.068
H  -1.687  4.001  2.143
H  -3.443  -6.071  3.419
H  -1.808  -4.013  5.891
H  5.043  -0.707  5.972
H  -4.330  -2.871  -1.189
H  -1.116  -5.379  -0.123
H  -0.060  -0.625  -3.860
H  -4.658  -3.923  5.982
H  2.554  5.998  -2.622
H  -3.550  1.099  -2.555
H  -3.628  -7.167  0.568
H  -4.580  1.472  -1.167
H  -1.892  -0.535  -5.518
H  3.320  1.040  6.252
H  -0.326  -5.504  1.451
H  -1.090  2.740  3.250
H  -0.285  -4.277  6.765
H  1.893  -4.292  5.419
H  -5.344  -2.568  2.556
H  1.813  3.835  -3.532
H  0.689  -2.047  6.024
H  -0.836  -5.457  5.566
H  5.560  -0.867  -2.962
H  1.896  -3.602  3.782
H  -0.170  -3.013  -3.738